1.
C5H33N2O10 | ωB97M-V/def2-TZVPD

Results
orbital gap: 9.4 eV
total charge: +1
ΔE to the lowest compared entry with this formula, charge and spin: 3.334 eV
HOMO: -12.01 eV
largest force on an atom: 3.4 eV Å⁻¹

Positions of all 50 atoms, in Å:
1 N 1.3162 2.3137 0.5205
2 C 1.3403 1.5712 1.8090
3 C 0.4863 0.2895 1.8119
4 N 0.1674 -0.2125 0.5077
5 C -0.6538 -2.4564 -0.0127
6 C 0.5872 -1.5884 0.1401
7 C 1.3114 -1.3637 -1.1858
8 O 2.7226 -1.8266 -1.0018
9 H 1.7537 1.7348 -0.2015
10 H 1.8237 3.1998 0.5898
11 H 0.3684 2.5574 0.2094
12 H 1.0784 2.1988 2.6598
13 H 2.3607 1.2783 2.0287
14 H 1.1101 -0.4233 2.3328
15 H -0.4261 0.3154 2.4111
16 H -0.7743 -0.0984 0.1742
17 H -1.3431 -2.3032 -0.8458
18 H -1.2329 -2.3819 0.9170
19 H -0.4975 -3.5407 -0.0553
20 H 1.2762 -2.1439 0.7611
21 H 0.9227 -1.8497 -2.0602
22 H 1.5706 -0.3469 -1.4317
23 H 2.8353 -2.6960 -1.3878
24 H 4.1388 -1.6163 1.6152
25 H 3.4042 -1.0938 0.4673
26 O 3.5419 -0.8803 1.4253
27 H -0.1699 -1.0262 -3.6819
28 H -1.4258 -0.7105 -2.7998
29 O -0.5468 -0.3998 -3.0654
30 H 2.0081 1.5880 -3.6504
31 H 0.7773 1.1079 -2.9244
32 O 1.6100 1.6024 -2.7725
33 H -3.7827 -0.6756 -1.2418
34 H -3.6299 -1.1838 -2.6203
35 O -3.1708 -0.6181 -1.9830
36 H 1.8560 -1.5236 3.5630
37 H 2.4914 -2.8972 3.8134
38 O 1.8971 -2.2472 4.1929
39 H -1.2563 -2.0494 3.5910
40 H -2.7170 -1.8582 3.2015
41 O -1.8238 -1.7844 2.8552
42 H -1.6939 3.7013 0.9323
43 H -1.9722 3.6517 -0.6096
44 O -1.3150 3.4692 0.0854
45 H -4.1195 2.4461 -0.2858
46 H -3.5915 2.7599 -1.6340
47 O -3.8332 3.2042 -0.8046
48 H -1.5865 1.1842 -1.4821
49 H -1.3405 1.6926 -2.8390
50 O -1.8532 1.9292 -2.0387

Forces on atoms 1 to 6 (eV/Å):
N 0.33 0.06 0.17
C 0.03 -0.29 0.99
C -0.76 -0.22 0.29
N 1.00 -0.62 0.09
C -0.95 -1.26 0.91
C -1.40 0.79 -2.44

***

2.
C5H33N2O12 | ωB97M-V/def2-TZVPD

Results
orbital gap: 8.9 eV
total charge: -1
ΔE to the lowest compared entry with this formula, charge and spin: 0.000 eV
HOMO: -6.04 eV
largest force on an atom: 0.8 eV Å⁻¹

Positions of all 52 atoms, in Å:
1 C 3.0173 0.1760 0.6647
2 O 3.6352 -0.2889 1.8544
3 C 2.0410 -0.8427 0.0588
4 C 1.1004 -1.3854 1.1399
5 C -0.0512 -2.1693 0.5741
6 C -1.2582 -1.6340 0.4365
7 N -2.3321 -2.2356 -0.2401
8 N 2.7455 -1.9573 -0.6066
9 H 3.8283 0.3433 -0.0442
10 H 2.5228 1.1361 0.8133
11 H 1.4448 -0.3319 -0.7028
12 H 0.7224 -0.5481 1.7169
13 H 1.6858 -1.9887 1.8266
14 H 0.1457 -3.1756 0.2519
15 H -1.4593 -0.6266 0.7820
16 H -2.4053 -3.2367 -0.1606
17 H -3.2128 -1.7693 -0.1112
18 H 3.0826 -2.6188 0.0773
19 H 3.5553 -1.5956 -1.1113
20 H 3.1078 0.0095 2.6317
21 H 1.2876 -0.0822 4.1776
22 O 1.8952 0.5969 3.8635
23 H -3.5081 0.6872 2.1765
24 H -2.1685 1.3651 1.9692
25 O -2.7903 1.0823 2.6775
26 H -2.1073 -1.4401 -1.9961
27 H -1.4413 -0.0992 -2.3029
28 O -2.2360 -0.6447 -2.5356
29 H -3.2316 0.1895 -1.1640
30 H -2.6347 0.9918 0.0187
31 O -3.4606 0.5501 -0.2933
32 H -0.9592 -0.9283 -4.1159
33 H 0.3788 -1.6314 -3.8525
34 O -0.0361 -0.9761 -4.4498
35 H 1.2248 3.3585 1.5441
36 H 0.9141 3.4594 0.0667
37 O 1.5652 3.7631 0.7174
38 H 0.2023 0.6531 -3.1822
39 H -0.4650 1.7679 -2.1838
40 O -0.0152 0.8782 -2.2559
41 H -0.4404 1.0153 0.1731
42 H -0.3770 1.9846 1.7345
43 O -1.0550 1.6877 0.5037
44 H -0.5902 2.3628 3.2974
45 H 1.2826 1.2178 3.3974
46 O 0.1198 2.2008 2.6492
47 H 1.4248 -2.5594 -1.9356
48 H -0.0881 -2.6335 -1.8923
49 O 0.6511 -2.8131 -2.4816
50 H -1.3029 2.7665 -0.7331
51 H -2.4312 2.8382 -1.7949
52 O -1.5236 3.1310 -1.6485

Forces on atoms 1 to 6 (eV/Å):
C 0.05 -0.24 0.18
O -0.14 0.07 0.29
C 0.36 0.14 0.31
C -0.15 -0.12 -0.46
C 0.12 0.38 0.41
C -0.08 -0.15 -0.09

***

3.
C5H33N2O12 | ωB97M-V/def2-TZVPD

Results
orbital gap (spin up / spin down): 9.7 / 6.1 eV
multiplicity: 2
total charge: +2
ΔE to the lowest compared entry with this formula, charge and spin: 4.127 eV
HOMO (spin up / spin down): -16.68 / -16.68 eV
largest force on an atom: 4.6 eV Å⁻¹

Positions of all 52 atoms, in Å:
1 O -0.4334 1.6019 -3.4593
2 C -0.3718 0.5400 -2.9067
3 C -0.6086 0.3994 -1.4488
4 C 0.4538 -0.4044 -0.6033
5 C 0.1910 -1.8028 -0.6130
6 C 0.2291 -2.6586 0.4817
7 N 0.2773 -4.0527 0.4174
8 N -0.8061 1.8904 -0.9311
9 H -0.2134 -0.4515 -3.4394
10 H -1.6304 -0.1013 -1.3522
11 H 0.6433 0.1165 0.4018
12 H 1.4679 -0.0593 -1.2269
13 H -0.0974 -2.2150 -1.5218
14 H 0.2855 -2.3848 1.5478
15 H -0.2111 -4.5874 -0.2539
16 H 0.0504 -4.3938 1.2920
17 H -1.7370 2.0559 -0.6092
18 H -0.7823 2.4922 -1.7674
19 H -0.1532 2.0378 -0.0656
20 H -0.8616 -0.3513 3.4039
21 H -1.3025 -1.9318 3.2816
22 O -1.6307 -1.0411 3.2994
23 H -1.5083 3.0796 2.6002
24 H -0.7111 1.8878 2.2144
25 O -1.1503 2.6164 1.8329
26 H 2.1311 -3.3162 -0.9637
27 H 3.0359 -3.5867 -2.0833
28 O 2.6861 -2.8814 -1.5551
29 H 4.1802 1.0632 0.3288
30 H 3.2622 0.5524 -0.8172
31 O 3.3877 1.3181 -0.2006
32 H 1.6913 2.9622 1.4782
33 H 2.3204 1.8751 0.4650
34 O 1.5226 2.0699 1.1774
35 H 3.5713 -0.5306 2.4874
36 H 2.4090 0.1353 1.4122
37 O 2.6112 -0.4282 2.2130
38 H 0.9298 0.8505 3.7610
39 H 0.7186 0.4198 2.3875
40 O 0.2280 0.7310 3.1538
41 H -2.8031 -0.8152 1.6191
42 H -4.2693 -1.1760 1.4089
43 O -3.4193 -1.0096 0.9544
44 H 3.6889 -1.2730 -1.6176
45 H 2.7455 -0.8392 -2.9097
46 O 3.2850 -0.4986 -2.1518
47 H -4.0397 1.8358 -2.1751
48 H -3.5360 0.7242 -2.9858
49 O -3.7667 0.9142 -2.1178
50 H -3.5332 0.9775 0.0515
51 H -2.8978 1.7951 1.0974
52 O -3.1330 1.8383 0.1895

Forces on atoms 1 to 6 (eV/Å):
O 0.10 -0.44 -0.23
C 0.23 -0.89 -1.01
C -2.36 1.52 2.04
C 1.94 4.10 -0.59
C 0.34 -0.23 1.31
C 0.43 -2.94 0.98